# C3H6F9MgO12S3

A molecular structure, C3H6F9MgO12S3 (wB97M-V/def2-TZVPD, the OMol25 dataset).

electronic energy	-90192.9317	eV
total charge	-1

Cartesian coordinates (Å):
Mg  1.0866  -0.0029  -0.2677
C  -1.7597  3.7718  0.1515
F  -2.1689  4.6334  1.0905
F  -2.6938  3.6268  -0.7738
F  -0.6246  4.2547  -0.3653
S  -1.3265  2.0995  0.9668
O  -0.3610  1.4296  0.0555
O  -0.6242  2.5293  2.1661
O  -2.5154  1.3603  1.2470
C  0.7614  -3.2553  2.6993
F  0.5290  -3.6294  3.9648
F  2.0978  -3.1776  2.5519
F  0.2241  -4.1407  1.8779
S  -0.0527  -1.5445  2.4956
O  0.7115  -0.9063  1.3739
O  -1.4637  -1.8045  2.3200
O  0.1881  -0.9022  3.7667
C  -1.6494  -0.6420  -3.3024
F  -2.5799  0.3127  -3.3237
F  -2.0009  -1.5363  -4.2377
F  -0.4700  -0.0986  -3.6917
S  -1.6413  -1.5012  -1.5810
O  -0.3233  -1.1422  -1.0242
O  -2.7398  -1.0285  -0.7682
O  -1.7671  -2.9053  -1.8748
O  2.1365  1.3606  0.8504
H  2.4789  1.3701  1.7512
H  2.6026  2.0711  0.3971
O  2.6544  -1.2194  -0.5226
H  2.9146  -2.1105  -0.2670
H  3.3430  -0.9205  -1.1268
O  1.6763  1.0002  -1.8738
H  2.1815  0.8366  -2.6758
H  1.1757  1.8113  -2.0496